Entry 1:
Below is C18H23F5NSSb2Sn as an isolated structure in a non-equilibrium geometry, with properties calculated with wB97M-V/def2-TZVPD.

Geometry as XYZ:
```
51
C18H23F5NSSb2Sn | OMol25 | wB97M-V/def2-TZVPD
Sn -0.9233 -2.0687 0.1138
C 2.8810 -0.6936 -1.8068
Sb 2.6842 -1.9474 -0.0626
C 4.8128 -2.2267 0.1685
C 2.5113 -0.3614 1.4569
C 3.2747 0.8630 1.1350
C 4.5748 0.9327 1.6491
C 5.4088 2.0040 1.4140
C 4.9524 3.0500 0.6290
C 3.6710 3.0027 0.1208
C 2.8089 1.9260 0.3524
C 1.4668 2.0836 -0.3147
Sb -0.3334 0.9199 0.0657
C -0.9507 1.8612 1.8864
C -1.5931 2.0496 -1.2639
H 3.5475 0.1342 -1.5911
H 1.9106 -0.3104 -2.1134
H 3.2979 -1.2814 -2.6167
H 5.3047 -1.2585 0.1152
H 5.1750 -2.8646 -0.6317
H 5.0273 -2.6998 1.1225
H 2.9048 -0.8079 2.3679
H 1.4449 -0.1901 1.6183
H 4.9226 0.1241 2.2763
H 6.3995 2.0262 1.8411
H 5.5882 3.8978 0.4260
H 3.3227 3.8302 -0.4822
H 1.6023 2.0028 -1.3958
H 1.1126 3.0986 -0.1254
H -0.9515 2.9388 1.7466
H -0.2644 1.6032 2.6875
H -1.9509 1.5282 2.1457
H -1.4684 3.1084 -1.0612
H -2.6298 1.7800 -1.0878
H -1.3332 1.8574 -2.3010
F -8.4940 -1.7902 -0.7975
C -7.2419 -1.8450 -0.3588
C -6.5626 -0.6684 -0.0409
F -7.1743 0.5069 -0.1626
C -5.2475 -0.7321 0.4048
F -4.5748 0.3988 0.6592
C -4.5939 -1.9517 0.5628
S -3.0318 -2.0224 1.3925
C -5.2814 -3.1177 0.2270
F -4.6530 -4.2922 0.3158
C -6.5949 -3.0735 -0.2303
F -7.2342 -4.1983 -0.5397
N -1.7910 -1.7947 -2.2043
H -1.0194 -1.8007 -2.8681
H -2.3279 -0.9478 -2.3817
H -2.3842 -2.5812 -2.4610
```

Its calculated total energy is -63850.66373 eV. For the max |F|, the calculation gives 1.08 eV/Å. The calculation puts the frontier orbital gap at 6.73 eV. As for the total charge: +1.

***

Entry 2:
Below is C18H23F8IN3O6PS2 as an isolated structure in a non-equilibrium geometry, with properties calculated with wB97M-V/def2-TZVPD.

Geometry as XYZ:
```
62
C18H23F8IN3O6PS2 | OMol25 | wB97M-V/def2-TZVPD
C -1.3088 2.4847 3.2528
N -1.9695 1.2529 2.6746
C -0.9597 0.4136 1.8559
C -0.7964 1.0025 0.2978
C 0.7620 1.2217 -0.1589
F 1.1918 2.4966 0.5420
P 2.0037 -0.0926 0.5426
O 3.1367 -0.5109 -0.4743
O 0.9668 1.5222 -1.5797
S 0.3457 0.3495 -2.6275
O 1.5509 -0.5088 -3.0460
O -0.1029 1.1061 -3.9400
C -1.1550 -0.6196 -1.9397
C -0.8581 -2.1914 -1.7232
F 0.3495 -2.5054 -0.8709
F -0.3792 -2.6390 -3.1015
C -2.1000 -3.2342 -1.5156
F -1.7649 -4.5081 -2.2770
F -3.3640 -2.8032 -2.2262
C -2.3450 -3.8102 -0.0085
F -1.7076 -3.0921 1.1008
F -1.8970 -5.2489 0.1208
F -3.8393 -3.8772 0.2090
C -1.7928 0.3181 -0.8043
I -3.6628 -0.4401 0.1670
S -2.6052 1.8069 -1.7151
C -3.7943 2.6192 -0.4474
O -1.6233 2.9369 -2.0661
O -3.5445 1.3798 -2.8658
H -0.9771 2.2234 4.3442
H -0.4760 2.9628 2.5833
H -2.1682 3.3051 3.3616
H -2.3016 0.6716 3.4808
H -1.1734 -0.7321 1.8989
H 0.0418 0.5672 2.4912
H -1.2072 2.1189 0.4439
H 1.2890 -1.2348 1.1305
H 2.7152 0.4919 1.6904
H -1.9043 -0.6008 -2.8737
H -4.9018 2.2555 -0.5785
H -3.8116 3.7797 -0.7296
H -3.3834 2.5705 0.6468
N 2.7031 -2.3944 -5.3186
C 2.2850 -3.4732 -6.0534
C 3.2268 -3.7148 -7.0285
C 4.2519 -2.7515 -6.8726
C 3.9043 -1.9509 -5.8076
H 2.2040 -1.9896 -4.5372
H 1.3548 -3.9742 -5.8212
H 3.1811 -4.5008 -7.7711
H 5.1476 -2.6528 -7.4721
H 4.4069 -1.1050 -5.3580
N 1.0561 3.3826 6.2460
C 0.5597 2.2190 6.7734
C 1.6252 1.4480 7.1813
C 2.8055 2.1747 6.8953
C 2.4246 3.3668 6.3209
H 0.4997 4.1356 5.8625
H -0.5063 2.0390 6.8116
H 1.5594 0.4684 7.6369
H 3.8237 1.8625 7.0882
H 3.0087 4.2023 5.9589
```

Its calculated total energy is -96580.61899 eV. For the max |F|, the calculation gives 10.41 eV/Å. The calculation puts the frontier orbital gap at 5.53 eV.

***

Entry 3:
Below is a single C18H23FN2O2 molecule, with properties calculated with wB97M-V/def2-TZVPD.

Geometry as XYZ:
```
46
C18H23FN2O2 | OMol25 | wB97M-V/def2-TZVPD
O -0.2379 -3.4228 0.6917
C -0.2461 -2.5955 -0.1923
N 0.8364 -2.3155 -0.9584
C 2.1828 -2.6905 -0.5666
C 2.8708 -1.4734 -0.0020
C 2.4391 -0.9469 1.2117
C 2.9782 0.2286 1.7027
C 3.9597 0.8995 0.9920
C 4.3843 0.3619 -0.2085
F 5.3384 1.0031 -0.9134
C 3.8528 -0.8081 -0.7211
C -1.4411 -1.7013 -0.4967
C -2.7899 -2.3662 -0.2178
C -3.7875 -1.3808 0.4107
C -3.5911 0.0598 -0.0246
O -4.4988 0.7767 -0.3954
N -2.3087 0.4862 0.0940
C -1.9439 1.8503 -0.2280
C -1.2828 2.5732 0.9637
C -0.1305 3.3746 0.3608
C 0.3635 2.4899 -0.7802
C -0.9331 1.9587 -1.3934
C -1.2920 -0.4772 0.4260
H 0.7711 -1.5724 -1.6373
H 2.0797 -3.4728 0.1891
H 2.7227 -3.0848 -1.4308
H 1.6748 -1.4688 1.7679
H 2.6340 0.6281 2.6444
H 4.3932 1.8182 1.3530
H 4.2101 -1.1868 -1.6663
H -1.3964 -1.3572 -1.5346
H -2.6305 -3.2046 0.4636
H -3.1988 -2.7625 -1.1476
H -3.6801 -1.3928 1.4985
H -4.8115 -1.6688 0.1754
H -2.8874 2.3309 -0.4993
H -1.9929 3.2037 1.4950
H -0.8941 1.8374 1.6690
H 0.6486 3.5932 1.0895
H -0.5022 4.3176 -0.0413
H 0.9663 3.0382 -1.5025
H 0.9754 1.6760 -0.3822
H -0.7993 1.0038 -1.8998
H -1.3079 2.6704 -2.1285
H -0.3105 -0.0174 0.3038
H -1.3867 -0.8128 1.4664
```

Its calculated total energy is -28833.49276 eV. For the max |F|, the calculation gives 0.67 eV/Å. The calculation puts the frontier orbital gap at 9.60 eV. The SMILES is O=C(NCc1cccc(F)c1)[C@H]1CCC(=O)N(C2CCCC2)C1.

***

Entry 4:
Below is a single C18H23FN4O molecule in a non-equilibrium geometry, with properties calculated with wB97M-V/def2-TZVPD.

Geometry as XYZ:
```
47
C18H23FN4O | OMol25 | wB97M-V/def2-TZVPD
C 3.4972 3.8081 4.1888
C 2.7127 2.9069 3.0530
C 3.6703 1.7417 2.5797
C 2.8318 0.9551 1.8132
C 1.8961 0.0693 2.2240
C 1.6540 -0.5437 3.6079
N 1.3243 -0.9216 1.1775
C 1.5048 -0.6640 -0.0557
N 0.7159 -1.4644 -0.8863
C 0.6054 -1.0587 -2.4023
C -0.8727 -0.2319 -2.4090
N -1.9087 -1.3866 -2.0132
C -3.2156 -1.1151 -2.3537
C -3.4790 -0.2635 -3.2148
C -4.9705 0.0780 -3.5262
C -5.7985 -1.1220 -3.4580
C -5.3409 -2.1511 -2.6687
C -3.9586 -2.2338 -2.3990
F -3.7289 -3.3061 -1.7431
C -1.6243 -1.7363 -0.5692
C -0.3172 -2.3276 -0.4470
N 2.2438 0.3623 -0.5161
C 3.0601 0.9967 0.5614
O 3.9241 1.8761 -0.0271
H 3.1680 4.6514 4.4470
H 4.4556 4.0616 3.6411
H 3.6523 3.3084 5.0049
H 1.7359 2.5559 3.4893
H 2.6544 3.5300 2.1672
H 4.5951 2.0304 2.3788
H 3.8108 1.2426 3.6594
H 1.3556 0.3190 4.3337
H 0.7096 -1.1693 3.5959
H 2.4997 -0.8331 4.2943
H 0.4748 -1.8311 -2.8161
H 1.2434 -0.2274 -2.7854
H -0.7438 0.5243 -1.9908
H -1.2010 0.0044 -3.3231
H -3.0551 0.7969 -3.3025
H -5.2323 1.0576 -4.3301
H -6.7702 -1.1830 -3.9255
H -5.9703 -2.9411 -2.6728
H -1.5530 -0.7514 -0.0201
H -2.4839 -2.4664 -0.1460
H -0.2231 -3.0974 -1.1447
H -0.0434 -2.4615 0.5591
H 2.4946 0.6111 -1.6294
```

Its calculated total energy is -29751.08686 eV. For the max |F|, the calculation gives 17.17 eV/Å. The calculation puts the frontier orbital gap at 8.07 eV. The SMILES is CCCc1c(C)nc(N2CCN(c3ccccc3F)CC2)[nH]c1=O.